Below is the molecule C5H8O, with properties calculated with ωB97M-V/def2-TZVPD.

## Properties
SMILES	O=C1CCCC1
Kohn-Sham gap	10.42	eV
charge	0
energy above the lowest of the compared OMol25 structures with the same formula, charge and spin	0.0000	eV
LUMO energy	1.01	eV
E	-270.557893	a.u.

Last column: Löwdin charge in e.
Positions of all 14 atoms, in Å:
O -0.614872 2.486477 -0.087123  0.08
C -0.325121 1.316474 -0.009511  -0.40
C -1.307358 0.163244 0.169411  -0.11
C -0.513884 -1.086734 -0.221849  -0.19
C 0.947514 -0.758112 0.151002  -0.19
C 1.091111 0.749237 -0.093810  -0.11
H -1.595469 0.138884 1.229666  0.13
H -2.217393 0.338207 -0.410389  0.12
H -0.873939 -1.993794 0.272200  0.11
H -0.594854 -1.252082 -1.303041  0.11
H 1.660582 -1.350569 -0.429710  0.11
H 1.123029 -0.987869 1.208562  0.11
H 1.741707 1.264156 0.619699  0.12
H 1.478942 0.972482 -1.095111  0.13

Cartesian forces (eV/Å) of the 3 atoms listed first:
0.103 -0.450 0.050
-0.059 0.272 -0.007
-0.036 0.026 -0.007